P | Computed, not measured: C38H36N8O4Sn as an isolated structure, with wB97M-V/def2-TZVPD.

Summary:
orbital gap: 6.2 eV
highest occupied orbital energy: -2.65 eV

The geometry in ORCA input format:
```
! RIJCOSX wB97M-V def2-TZVPD def2/J DEFGRID3
* xyz -2 1
Sn -1.79 -2.18 0.84
C -1.18 -1.50 -4.22
O -0.42 -0.47 -3.59
C -1.12 0.41 -2.81
C -0.96 1.75 -3.06
C -1.59 2.73 -2.28
C -2.38 2.32 -1.24
C -2.53 0.96 -0.92
C -3.38 0.61 0.19
N -3.36 -0.49 0.84
N -4.39 -0.67 1.75
C -4.52 -1.93 2.05
O -3.80 -2.89 1.60
C -5.63 -2.28 2.99
C -6.57 -1.34 3.39
C -7.59 -1.69 4.27
C -7.67 -2.99 4.76
C -6.72 -3.93 4.36
C -5.71 -3.58 3.49
C -1.91 -0.06 -1.70
O -2.04 -1.30 -1.45
H -0.49 -2.03 -4.87
H -1.98 -1.05 -4.83
H -1.62 -2.17 -3.49
H -0.32 2.02 -3.90
H -1.46 3.78 -2.52
H -2.89 3.05 -0.62
H -4.15 1.33 0.49
H -6.49 -0.33 3.01
H -8.32 -0.95 4.57
H -8.46 -3.27 5.44
H -6.78 -4.94 4.75
H -4.96 -4.29 3.17
C 1.87 5.19 0.68
C 0.69 4.81 1.58
C 1.05 5.19 3.02
C -0.54 5.61 1.13
C 0.37 3.32 1.50
C -0.66 2.79 2.27
C -0.97 1.44 2.16
N -0.32 0.61 1.36
C 0.69 1.09 0.65
C 1.06 2.44 0.68
C 1.44 0.10 -0.18
C 2.77 0.29 -0.54
C 3.42 -0.67 -1.31
C 2.68 -1.80 -1.66
C 1.36 -1.91 -1.24
N 0.75 -0.98 -0.52
C 4.87 -0.54 -1.74
C 5.68 -1.69 -1.12
C 5.49 0.78 -1.29
C 4.96 -0.63 -3.27
H 2.08 6.26 0.78
H 1.65 4.99 -0.37
H 2.78 4.65 0.95
H 1.29 6.25 3.09
H 1.91 4.62 3.37
H 0.22 4.98 3.71
H -0.33 6.69 1.19
H -1.40 5.40 1.77
H -0.81 5.36 0.11
H -1.25 3.41 2.94
H -1.78 1.01 2.73
H 1.86 2.78 0.04
H 3.29 1.18 -0.21
H 3.11 -2.60 -2.24
H 0.77 -2.78 -1.50
H 5.61 -1.67 -0.03
H 6.73 -1.61 -1.40
H 5.33 -2.66 -1.47
H 5.52 0.87 -0.20
H 4.95 1.64 -1.70
H 6.52 0.84 -1.65
H 4.62 -1.60 -3.64
H 6.00 -0.51 -3.59
H 4.36 0.16 -3.73
O -2.24 -1.26 5.28
C -1.91 -1.46 4.15
N -1.55 -1.65 3.03
N 2.10 -5.45 -1.98
C 3.03 -5.67 -2.64
C 4.17 -5.92 -3.44
C 5.12 -4.90 -3.62
N 5.90 -4.05 -3.78
C 4.36 -7.17 -4.05
N 4.53 -8.20 -4.56
*
```

=====

Q | Computed, not measured: C38H36N8O4Sn as an isolated structure, with wB97M-V/def2-TZVPD.

Summary:
orbital gap: 5.8 eV
highest occupied orbital energy: -2.24 eV

The geometry in ORCA input format:
```
! RIJCOSX wB97M-V def2-TZVPD def2/J DEFGRID3
* xyz -2 1
Sn -0.94 -0.05 0.17
C 1.24 -1.13 -4.05
O 2.18 -1.05 -2.99
C 2.27 0.18 -2.36
C 3.54 0.68 -2.19
C 3.75 1.92 -1.57
C 2.65 2.62 -1.11
C 1.35 2.10 -1.19
C 0.27 2.86 -0.60
N -0.81 2.33 -0.20
N -1.81 3.17 0.22
C -2.90 2.46 0.35
O -3.00 1.20 0.17
C -4.14 3.22 0.71
C -4.10 4.51 1.22
C -5.27 5.16 1.58
C -6.50 4.53 1.43
C -6.55 3.25 0.91
C -5.38 2.59 0.55
C 1.10 0.84 -1.83
O -0.07 0.32 -1.95
H 1.41 -2.09 -4.54
H 1.40 -0.32 -4.78
H 0.22 -1.07 -3.68
H 4.37 0.09 -2.55
H 4.75 2.31 -1.44
H 2.79 3.58 -0.63
H 0.39 3.95 -0.53
H -3.13 4.98 1.33
H -5.23 6.17 1.99
H -7.41 5.04 1.72
H -7.51 2.75 0.79
H -5.38 1.59 0.16
C 4.61 -5.56 2.13
C 4.32 -4.34 3.00
C 3.38 -4.74 4.14
C 5.64 -3.83 3.59
C 3.63 -3.23 2.21
C 3.52 -1.94 2.72
C 2.77 -1.00 2.03
N 2.15 -1.25 0.88
C 2.31 -2.45 0.35
C 3.02 -3.47 0.99
C 1.69 -2.72 -0.97
C 2.37 -3.55 -1.88
C 1.80 -3.86 -3.10
C 0.55 -3.30 -3.36
C -0.05 -2.49 -2.41
N 0.50 -2.20 -1.24
C 2.47 -4.77 -4.12
C 1.45 -5.76 -4.71
C 3.60 -5.58 -3.48
C 3.05 -3.90 -5.25
H 5.22 -6.28 2.69
H 5.16 -5.28 1.23
H 3.69 -6.06 1.84
H 3.81 -5.57 4.72
H 2.41 -5.06 3.74
H 3.21 -3.91 4.82
H 6.17 -4.65 4.08
H 5.47 -3.06 4.34
H 6.29 -3.42 2.81
H 3.98 -1.66 3.66
H 2.64 0.01 2.42
H 3.05 -4.45 0.53
H 3.35 -3.90 -1.60
H 0.03 -3.50 -4.29
H -1.02 -2.05 -2.58
H 0.94 -6.31 -3.91
H 1.96 -6.47 -5.36
H 0.69 -5.25 -5.31
H 3.23 -6.14 -2.62
H 4.42 -4.94 -3.16
H 4.00 -6.30 -4.21
H 2.26 -3.31 -5.72
H 3.53 -4.53 -6.00
H 3.79 -3.21 -4.85
O -3.90 -3.77 -0.50
C -3.14 -2.85 -0.39
N -2.37 -1.94 -0.30
N -0.46 0.22 3.07
C -0.27 0.32 4.21
C -0.12 0.49 5.59
C -1.15 1.03 6.39
N -1.96 1.47 7.08
C 1.08 0.14 6.23
N 2.05 -0.13 6.79
*
```

=====

So which one is most stable? That would be P, about 2.793 eV below the next structure.